Computed, not measured: an isolated molecule of C4H7NO2 in a non-equilibrium geometry, with wB97M-V/def2-TZVPD.

The geometry in XYZ format:
```
14
Properties=species:S:1:pos:R:3
C 0.8792 0.8825 0.8710
C 0.4463 -0.4286 -0.1739
N 0.7301 -1.6475 -0.5130
O 1.7325 -2.3465 0.1465
C -0.6832 0.1240 -0.9795
C -1.7877 0.5724 -0.1333
O -0.8450 1.4891 -0.6486
H 1.8844 1.1529 0.5709
H 0.3721 1.8901 0.9023
H 0.7944 0.5346 1.8899
H 1.7683 -3.2102 -0.3058
H -0.7965 -0.0842 -2.0391
H -2.7743 0.7873 -0.5107
H -1.7206 0.2840 0.9233
```

The value obtained for the frontier orbital gap is 10.51 eV. Its multiplicity is 1. The charge is 0. As for the total energy: -9841.7851 eV. The maximum force is 1.94 eV Å⁻¹. For the energy relative to the best compared isomer or geometry (same formula, charge and spin), the calculation gives 126.71 kcal/mol. Its SMILES is C/C(=N\O)[C@H]1CO1.